{"formula": "C31H42CdGeN4O2S5", "method": "the ωB97M-V functional and the def2-TZVPD basis", "symbols": ["C", "C", "C", "H", "H", "C", "N", "H", "C", "C", "H", "C", "O", "H", "H", "C", "C", "C", "C", "C", "C", "S", "H", "H", "C", "C", "H", "H", "H", "H", "H", "C", "H", "H", "H", "H", "H", "C", "N", "H", "C", "C", "C", "C", "H", "C", "C", "C", "Ge", "C", "C", "H", "H", "H", "H", "N", "C", "H", "C", "Cd", "H", "O", "H", "H", "C", "H", "H", "C", "C", "S", "H", "H", "S", "H", "H", "H", "H", "N", "H", "H", "H", "S", "H", "S", "H", "H"], "xyz": [[1.37027, 1.91527, -2.70190], [-0.05271, -3.73231, -0.89492], [2.11422, -3.01680, -0.70234], [-7.61501, 1.07043, -0.57121], [5.97867, 3.78821, -0.71337], [-2.10284, -0.44789, 0.81162], [-3.82654, 0.77502, -1.14840], [4.91684, 4.86525, 0.19740], [-3.63484, 2.25262, 2.81692], [-5.95248, 1.63593, -1.81316], [-2.61038, 3.92235, 0.03203], [-1.48193, 2.55112, 1.83045], [3.04827, 4.46237, -4.98284], [-2.34893, -2.50212, 3.49638], [2.01598, 2.52541, 0.17384], [1.85137, -0.13456, 1.45592], [2.39483, -1.60577, 3.45421], [2.93710, -0.62888, 2.40902], [-4.58503, 1.49197, -1.97424], [1.70353, -5.35510, -0.70112], [0.35815, -5.06329, -0.83266], [-1.13582, 2.89701, -1.91130], [5.34637, 0.77805, 1.48043], [5.82442, 3.16724, 1.73927], [2.36270, 3.79648, -4.25693], [-4.38750, 0.17343, -0.09023], [1.07271, 0.40401, 2.00049], [3.67280, -4.48158, -0.54408], [3.39254, 0.22469, 2.92019], [-2.12298, -4.17797, -0.68549], [6.34964, 1.36671, 0.17109], [-3.32042, 3.73183, 0.83425], [4.22803, 3.62863, -0.84544], [-1.72886, -2.46766, -0.56547], [-3.14359, 1.43777, 3.34337], [-0.37911, -5.85456, -0.88517], [4.52728, -0.19719, -0.60981], [5.34087, 1.41853, 0.59412], [-0.33894, 2.41163, 1.94797], [-4.25527, 3.37252, 0.39877], [-3.47062, -0.53510, 0.81213], [5.06233, 2.86061, 1.01827], [5.04355, 3.83957, -0.15011], [0.41250, 2.86253, -2.71248], [-2.93701, -3.17352, -2.70072], [-6.54754, 0.99448, -0.73488], [4.34765, 0.86758, -0.43612], [-1.84741, -3.21584, -2.59056], [2.45820, 1.06722, 0.04518], [-1.24585, -1.98408, -3.24634], [1.97516, -2.95033, 2.86722], [-1.44234, -2.00591, -4.32216], [-1.51614, -4.09641, -3.15027], [2.04078, -6.38245, -0.64659], [-3.51350, 4.65917, 1.38162], [-2.79163, 2.69899, 1.71854], [-1.56752, -1.21689, 1.89223], [-0.16724, -1.94494, -3.09855], [-5.76449, 0.25970, 0.13565], [-1.15686, 0.70030, -0.76189], [3.16063, -1.77353, 4.21652], [-1.74995, -0.76137, -2.70105], [3.74338, -1.11927, 1.84939], [-2.71290, -0.78875, -2.64324], [-1.50023, -3.38523, -1.10497], [-6.20739, -0.23810, 0.98864], [-4.57798, 1.88358, 2.41183], [2.61003, -4.30732, -0.64171], [-2.50509, -1.85947, 2.64322], [0.76220, 4.28526, -3.67785], [4.10743, 2.91236, 1.55363], [1.60174, -3.61974, 3.64368], [2.82008, 2.19602, -3.65153], [-6.52832, 2.22865, -2.50966], [1.18829, -2.84700, 2.11606], [1.37021, -0.97292, 0.94591], [-0.51106, -1.29949, 2.10691], [0.81940, -2.72306, -0.81732], [2.82318, -3.44190, 2.38418], [4.47964, 1.36356, -1.39929], [1.54637, -1.14046, 3.96611], [-4.08760, -1.55083, 2.07895], [-4.05942, 1.96957, -2.79508], [1.30057, 0.38465, -1.82075], [-3.84093, 3.07046, 3.51482], [2.79229, -2.16913, -0.65523]], "atomic_forces_ev_per_a": [[0.0, 0.0, 0.0], [0.0, 0.0, 0.0], [0.0, 0.0, 0.0], [0.0, 0.0, 0.0], [0.0, 0.0, 0.0], [0.1, 0.0, 0.1], [0.0, 0.0, 0.0], [0.0, 0.0, 0.0], [0.0, 0.0, 0.0], [0.0, 0.0, 0.0], [0.0, 0.0, 0.1], [0.0, 0.2, 0.2], [0.0, 0.0, 0.0], [0.0, 0.0, 0.0], [0.0, 0.0, 0.0], [0.0, 0.0, 0.0], [0.0, 0.0, 0.0], [0.0, 0.0, 0.0], [0.0, 0.0, 0.0], [0.0, 0.0, 0.0], [0.0, 0.0, 0.0], [0.1, 0.0, -0.1], [0.0, 0.0, 0.0], [0.0, 0.0, 0.0], [0.0, 0.0, 0.0], [0.0, 0.0, -0.1], [0.0, 0.0, 0.0], [0.0, 0.0, 0.0], [0.0, 0.0, 0.0], [0.0, 0.0, 0.0], [0.0, 0.0, 0.0], [0.0, -0.1, 0.0], [0.0, 0.0, 0.0], [0.0, 0.0, 0.0], [0.0, 0.0, 0.0], [0.0, 0.0, 0.0], [0.0, 0.0, 0.0], [0.0, 0.0, 0.0], [0.0, -0.1, -0.1], [0.0, 0.0, 0.0], [-0.1, 0.0, 0.0], [0.0, 0.0, 0.0], [0.0, 0.0, 0.0], [-0.1, 0.0, 0.0], [0.0, 0.0, 0.0], [0.0, 0.0, 0.0], [0.0, 0.0, 0.0], [0.0, 0.0, 0.0], [0.0, 0.0, -0.1], [0.0, 0.0, 0.0], [0.0, 0.0, 0.0], [0.0, 0.0, 0.0], [0.0, 0.0, 0.0], [0.0, 0.0, 0.0], [0.0, 0.0, 0.0], [0.0, 0.0, -0.1], [0.0, 0.0, -0.1], [0.0, 0.0, 0.0], [0.0, 0.0, 0.0], [-0.1, -0.1, 0.0], [0.0, 0.0, 0.0], [0.0, -0.1, 0.0], [0.0, 0.0, 0.0], [0.0, 0.0, 0.0], [0.0, 0.0, 0.0], [0.0, 0.0, 0.0], [0.0, 0.0, 0.0], [0.0, 0.0, 0.0], [0.0, 0.0, 0.0], [0.0, 0.0, 0.0], [0.0, 0.0, 0.0], [0.0, 0.0, 0.0], [0.0, 0.0, 0.0], [0.0, 0.0, 0.0], [0.0, 0.0, 0.0], [0.0, 0.0, 0.0], [0.0, 0.0, 0.0], [0.0, 0.0, 0.0], [0.0, 0.0, 0.0], [0.0, 0.0, 0.0], [0.0, 0.0, 0.0], [0.0, 0.0, 0.0], [0.0, 0.0, 0.0], [0.0, 0.1, 0.0], [0.0, 0.0, 0.0], [0.0, 0.0, 0.0]], "lowdin_charge": [-1.1044, -0.2783, -0.1549, 0.1093, 0.0803, -0.3098, 0.0411, 0.0738, -0.0392, -0.0657, 0.0192, -0.3596, -0.0565, 0.0631, -0.0026, -0.3632, -0.2599, -0.2817, -0.1510, -0.0620, -0.0192, 0.4368, 0.0886, 0.1053, -1.0169, -0.3221, 0.0279, 0.1051, 0.1043, 0.1187, 0.1089, -0.0499, 0.0492, 0.0764, 0.0913, 0.1141, 0.0615, -0.2845, 0.1644, 0.0803, -0.5717, -0.2885, -0.1073, -1.1726, 0.1159, -0.0631, -0.3354, -0.1605, 0.7265, -0.2465, -0.1074, 0.1195, 0.1190, 0.1075, 0.0917, -0.1997, -0.2414, 0.0888, -0.0465, 1.1695, 0.1040, -0.1893, 0.1008, 0.0660, -0.1327, 0.0903, 0.0790, -0.0663, -0.4197, 0.9608, 0.0856, 0.0718, 0.9510, 0.1030, 0.0455, 0.0123, 0.0590, 0.1095, 0.0701, 0.0288, 0.1070, 1.0051, 0.0984, 0.5427, 0.0920, 0.0896], "spin_multiplicity": 1, "homo_lumo_gap_ha": 0.2762, "charge": 0}

{"formula": "C6H10", "method": "the ωB97M-V functional and the def2-TZVPD basis", "symbols": ["C", "H", "H", "H", "H", "H", "H", "C", "C", "H", "C", "H", "H", "C", "H", "C"], "xyz": [[-0.60650, 1.24594, -0.70099], [-0.86622, 0.56139, -2.86210], [-1.47766, 1.81733, -0.35343], [-1.85916, -0.16123, -1.54981], [0.04968, 1.97506, -1.11002], [1.73611, 0.72359, 1.29797], [1.34831, -1.16210, 2.90691], [0.65602, -0.81405, 2.25129], [-0.04549, 0.19108, 0.24616], [-0.35080, -1.39050, 2.11863], [0.15406, -0.77471, -1.10507], [-0.96862, -0.33217, 0.61630], [-0.03421, -1.84467, -0.94475], [0.94691, 0.06711, 1.32031], [1.06165, -0.72255, -1.62959], [-0.87817, 0.17394, -1.76005]], "atomic_forces_ev_per_a": [[-0.4, 0.7, 0.0], [0.4, -1.1, 1.9], [0.1, -0.2, 0.1], [-1.2, -0.7, -0.2], [1.1, 0.6, 0.0], [2.3, 1.0, 0.2], [1.7, -0.8, 2.3], [-2.9, -1.1, -1.7], [-1.5, -2.9, -2.2], [2.0, 1.0, 0.6], [-1.0, 0.9, 1.2], [0.6, 0.6, -0.1], [-0.4, 0.4, -0.1], [-2.4, 0.1, -0.4], [1.7, 0.4, -0.3], [-0.2, 1.0, -1.3]], "nbo_charge": [-0.3964, 0.2034, 0.1985, 0.1943, 0.1986, 0.2024, 0.1905, -0.3704, -0.2258, 0.1830, -0.3809, 0.1870, 0.2012, -0.1823, 0.1947, -0.3979], "spin_multiplicity": 1, "homo_lumo_gap_ha": 0.3831, "smiles": "C=CC1CCC1", "charge": 0}

{"formula": "C6H10N3S", "method": "the ωB97M-V functional and the def2-TZVPD basis", "symbols": ["H", "H", "H", "N", "C", "H", "C", "H", "H", "N", "H", "C", "N", "C", "H", "C", "H", "S", "C", "H"], "xyz": [[3.25466, 0.68749, -0.31168], [0.33773, -0.44372, 3.09077], [-2.29027, -0.59707, 1.73821], [1.51737, -0.26615, 0.20565], [0.62222, -0.33672, 2.08221], [3.24477, -1.06696, -0.26221], [0.20839, -0.04013, 0.03188], [-0.80971, 1.45043, -3.16738], [-0.63683, -0.53185, -1.97966], [1.77566, -0.51585, 1.49919], [-1.95288, 1.16791, 1.34331], [-0.76467, 0.09943, -1.14114], [-0.37914, 0.00973, 1.24310], [-2.08185, -0.19414, -0.33893], [2.74930, -0.26144, -1.65230], [-1.82835, 0.15750, 1.13254], [-2.18072, -1.25218, -0.37571], [-0.46747, 1.87560, -1.84424], [2.74964, -0.18862, -0.56180], [-3.06785, 0.24674, -0.73181]], "atomic_forces_ev_per_a": [[0.9, 1.3, 0.7], [0.6, -0.2, 1.2], [-0.6, 0.3, 0.8], [-1.3, 0.2, -0.6], [-0.5, 0.0, 1.2], [1.2, -0.8, 0.6], [0.5, 0.2, -1.7], [0.5, 0.8, 1.7], [0.4, -0.9, -0.4], [-1.2, 0.5, 1.2], [-1.3, 1.6, 0.7], [0.1, 2.5, 1.8], [2.1, -1.3, -2.7], [-0.9, 1.3, -0.9], [-1.1, 0.2, 0.1], [0.7, -1.2, -0.7], [-0.3, -1.0, -0.1], [-0.9, -2.0, -1.3], [-0.7, -1.1, -1.8], [1.8, -0.4, 0.4]], "nbo_charge": [0.2382, 0.2360, 0.2445, -0.1224, 0.2062, 0.2431, 0.4295, 0.1755, 0.2648, -0.1967, 0.2339, -0.3198, -0.3033, -0.4181, 0.2455, -0.2063, 0.2280, -0.0386, -0.4114, 0.2716], "spin_multiplicity": 1, "homo_lumo_gap_ha": 0.3631, "smiles": "Cn1nc[n+]2c1[C@H](S)CC2", "charge": 1}

{"formula": "C16H18Br2N2O2PtSSe", "method": "the ωB97M-V functional and the def2-TZVPD basis", "symbols": ["O", "O", "H", "H", "C", "C", "C", "C", "H", "C", "Pt", "H", "H", "H", "H", "S", "C", "H", "H", "C", "C", "H", "H", "C", "C", "H", "C", "H", "C", "N", "Br", "C", "H", "H", "C", "C", "N", "Se", "H", "Br", "H", "C", "H"], "xyz": [[-0.57245, 3.24058, -0.34971], [-1.32425, -0.91552, -1.45011], [-4.84695, -2.46612, 0.10499], [1.03815, -4.74082, -0.21751], [0.88935, -3.68272, 0.00779], [3.39675, 4.30158, -0.45451], [-1.76545, -1.31272, 1.18859], [4.02005, 1.88998, -0.45671], [0.23505, -3.99472, 2.04019], [1.69995, 2.55658, -0.44661], [-1.18475, 1.21008, -0.87381], [-3.35815, -0.46282, 0.04029], [-1.47005, -0.39482, 1.70529], [1.67215, -3.12552, -0.51211], [-3.80225, -0.93672, 1.67309], [-0.58085, -1.39672, -0.23351], [3.07425, 2.93068, -0.45071], [-3.32525, -2.79112, -0.70801], [1.86915, -0.69892, -0.49681], [0.66155, 3.55568, -0.41151], [1.07995, 4.89528, -0.43001], [4.29355, -0.23032, -0.44121], [1.97665, -3.82722, 1.87059], [2.41635, 5.26318, -0.45211], [-4.62575, 1.51808, -0.63911], [2.67755, 6.30978, -0.46491], [-0.47095, -3.22862, -0.49931], [-1.55785, -2.17482, 1.81699], [2.21795, 0.32508, -0.47631], [1.30545, 1.26868, -0.47801], [5.21765, 4.85358, -0.45621], [1.02005, -3.46052, 1.51009], [-0.56915, -3.36362, -1.57441], [0.94845, -2.40242, 1.75459], [-3.77525, -2.55562, 0.25279], [-3.22755, -1.24322, 0.79509], [-5.55765, 0.88388, -0.39531], [-3.21265, 2.57038, -1.00891], [5.07145, 2.13328, -0.46601], [-0.26545, 6.22808, -0.42261], [-1.27925, -3.73872, 0.01339], [3.59265, 0.58928, -0.45341], [-3.60235, -3.37942, 0.94579]], "atomic_forces_ev_per_a": [[-2.3, -2.1, -0.4], [-1.2, 1.8, -0.9], [-0.1, 0.0, -0.1], [-0.1, 0.0, -0.1], [0.0, 0.0, 0.2], [0.1, 0.4, 0.0], [0.3, 0.3, -0.1], [-0.1, -0.3, 0.0], [-0.1, 0.0, 0.1], [0.0, 1.0, 0.0], [2.2, 2.8, 0.4], [0.0, -0.1, 0.2], [0.1, -0.1, 0.0], [0.0, -0.1, -0.1], [0.1, 0.1, 0.0], [-0.2, -1.8, 1.7], [-0.3, -0.1, 0.0], [0.0, -0.1, -0.1], [0.0, 0.1, 0.0], [1.5, 0.3, -0.2], [-0.8, -0.5, 0.0], [0.0, -0.1, 0.0], [0.1, 0.0, 0.1], [0.5, -0.3, 0.0], [-0.7, -0.6, 0.0], [0.0, 0.1, 0.0], [0.3, 0.5, 0.0], [0.2, -0.1, 0.1], [-0.1, -0.1, 0.0], [-0.9, -0.9, -0.3], [-0.1, 0.0, 0.0], [0.1, -0.2, -0.2], [-0.1, 0.1, -0.1], [0.0, 0.1, 0.1], [-0.1, 0.2, 0.1], [0.0, -0.2, -0.4], [-0.1, -0.1, 0.1], [1.1, -0.2, -0.2], [0.1, 0.0, 0.0], [0.2, -0.1, 0.0], [-0.2, 0.0, 0.0], [0.1, 0.3, 0.0], [0.0, -0.1, 0.0]], "nbo_charge": [-0.6969, -0.9334, 0.2357, 0.2232, -0.4109, -0.1346, -0.5686, -0.1381, 0.2074, 0.0564, 0.7259, 0.2394, 0.2474, 0.2028, 0.2310, 1.1861, -0.0339, 0.2050, 0.1901, 0.4104, -0.1929, 0.2258, 0.2259, -0.2128, -0.0219, 0.2453, -0.5733, 0.2257, 0.0542, -0.4657, 0.0477, -0.6134, 0.2528, 0.2004, -0.6131, -0.4264, -0.3728, 0.0950, 0.2364, 0.0784, 0.2332, -0.2643, 0.1915], "spin_multiplicity": 1, "homo_lumo_gap_ha": 0.2373, "charge": 0}

{"formula": "C4H3FN2S", "method": "the ωB97M-V functional and the def2-TZVPD basis", "symbols": ["S", "H", "C", "F", "C", "N", "N", "C", "H", "H", "C"], "xyz": [[-2.81789, -0.36000, 0.03797], [1.61970, 2.00179, 0.03901], [0.63417, 1.30732, -0.06187], [3.47615, -0.13095, 0.10975], [2.19084, -0.75042, -0.01758], [-0.20384, -0.77573, -0.09016], [-0.61822, 1.45182, 0.01122], [-1.22371, 0.13197, -0.02713], [-0.39508, -1.65836, 0.39266], [2.50078, -1.80495, -0.39387], [1.03700, -0.07765, -0.07351]], "atomic_forces_ev_per_a": [[1.4, 1.1, 0.0], [-3.2, -0.6, -0.5], [4.1, 0.8, 1.2], [-2.6, -0.2, -0.1], [3.6, -0.7, -1.6], [0.4, -0.2, 0.3], [-1.5, 0.5, -0.5], [-0.6, -0.2, 0.2], [0.5, 0.4, -0.7], [-1.5, 1.7, 1.3], [-0.5, -2.5, 0.4]], "nbo_charge": [-0.0776, 0.2353, 0.1104, -0.3521, 0.2515, -0.5902, -0.4017, 0.2097, 0.4364, 0.2167, -0.0385], "spin_multiplicity": 1, "homo_lumo_gap_ha": 0.2742, "smiles": "F/C=C1\\C=NC(=S)N1", "charge": 0}

Record-wise energy relative to the best compared isomer or geometry (same formula, charge and spin) values, in kJ/mol: 0.0, 232.0, 94.8, 34.6, 218.6
Record-wise calculated total energy values, in Ha: -5811.6048, -234.5142, -796.7978, -8947.3891, -761.7098
Record-wise E_HOMO values, in eV: -7.3187, -9.2096, -13.3346, -7.7867, -8.8656